[1]
The following is a quantum chemistry calculation of a cluster of 5 separate species, C41H91BFN7O9P in total, from the OMol25 dataset.

Bonds (Å) are listed after each position.
Positions of all 151 atoms, in Å:
1 C 3.821 0.448 -1.748  C2 1.400, H37 1.193
2 C 2.970 -0.568 -1.295  C1 1.400, C3 1.674
3 C 2.027 -1.786 -0.639  C2 1.674, N4 1.507, C7 1.675, C29 1.677
4 N 2.379 -3.196 -1.040  C3 1.507, C5 1.505, H38 1.064
5 C 3.167 -3.304 -2.317  N4 1.505, C6 1.674, H39 1.196, H40 1.178
6 C 4.825 -3.284 -2.089  C5 1.674, H41 1.179, H42 1.193, H43 1.170
7 C 0.517 -1.204 -1.072  C3 1.675, P8 1.899, N11 1.368
8 P 0.092 -1.712 -2.851  C7 1.899, N9 1.820, O10 1.777
9 N 0.063 -0.282 -3.977  P8 1.820, H44 1.064, H45 1.048
10 O -1.567 -2.338 -2.987  P8 1.777, H46 1.002
11 N -0.100 -0.490 -0.082  C7 1.368, C12 1.511, C20 1.547
12 C -1.435 0.072 -0.513  N11 1.511, C13 1.674, H47 1.181, H48 1.194
13 C -1.290 1.378 -1.549  C12 1.674, C14 1.663, H49 1.170, H50 1.193
14 C -2.521 1.430 -2.666  C13 1.663, C15 1.665, H51 1.176, H52 1.170
15 C -2.758 3.022 -3.091  C14 1.665, O16 1.500, H53 1.194, H54 1.192
16 O -2.273 3.314 -4.481  C15 1.500, C17 1.500
17 C -1.728 4.712 -4.506  O16 1.500, C18 1.661, O19 1.362
18 C -0.138 5.075 -4.191  C17 1.661, H55 1.173, H56 1.194, H57 1.173
19 O -2.511 5.788 -4.793  C17 1.362
20 C 0.647 -0.380 1.268  N11 1.547, B21 1.678, C25 1.645, C29 1.676
21 B -0.397 -0.658 2.552  C20 1.678, O22 1.506, C23 1.635
22 O -1.629 -1.485 2.293  B21 1.506, H58 1.011
23 C -0.182 -0.150 4.090  B21 1.635, C24 1.639, H59 1.194, H60 1.180
24 C 1.144 -0.736 4.855  C23 1.639, H61 1.194, H62 1.170, H63 1.192
25 C 1.273 1.138 1.365  C20 1.645, F26 1.512, C27 1.633, H64 1.194
26 F 2.136 1.357 2.587  C25 1.512
27 C 0.189 2.359 1.372  C25 1.633, C28 1.673, H65 1.168, H66 1.194
28 C 0.475 3.492 2.570  C27 1.673, H67 1.191, H68 1.183, H69 1.170
29 C 1.730 -1.633 1.004  C3 1.677, C20 1.676, C30 1.674, C31 1.662
30 C 3.301 -1.383 1.526  C29 1.674, H70 1.170, H71 1.194, H72 1.166
31 C 1.440 -3.074 1.778  C29 1.662, C32 1.634, H73 1.194, H74 1.195
32 C 0.168 -3.922 1.204  C31 1.634, C33 1.662, H75 1.184, H76 1.169
33 C 0.686 -5.490 1.011  C32 1.662, C34 1.645, H77 1.193, H78 1.186
34 C -0.533 -6.593 1.020  C33 1.645, O35 1.500, H79 1.193, H80 1.171
35 O 0.018 -7.812 0.341  C34 1.500, C36 1.472
36 C -0.977 -8.897 0.329  O35 1.472, H81 1.188, H82 1.171, H83 1.194
37 H 4.376 1.491 -1.913  C1 1.193
38 H 1.459 -3.687 -1.251  N4 1.064
39 H 2.961 -4.405 -2.734  C5 1.196
40 H 2.823 -2.590 -3.188  C5 1.178
41 H 5.206 -2.203 -1.810  C6 1.179
42 H 5.359 -3.633 -3.098  C6 1.193
43 H 5.070 -4.105 -1.293  C6 1.170
44 H 0.915 -0.361 -4.611  N9 1.064
45 H -0.755 -0.462 -4.606  N9 1.048
46 H -1.579 -3.325 -2.814  O10 1.002
47 H -2.145 -0.703 -1.053  C12 1.181
48 H -2.094 0.503 0.385  C12 1.194
49 H -0.223 1.469 -2.022  C13 1.170
50 H -1.441 2.362 -0.890  C13 1.193
51 H -3.492 1.110 -2.085  C14 1.176
52 H -2.352 0.723 -3.584  C14 1.170
53 H -3.895 3.354 -2.943  C15 1.194
54 H -2.138 3.771 -2.400  C15 1.192
55 H 0.438 4.054 -4.223  C18 1.173
56 H 0.336 5.756 -5.050  C18 1.194
57 H 0.017 5.667 -3.191  C18 1.173
58 H -1.682 -2.219 2.986  O22 1.011
59 H -1.120 -0.506 4.737  C23 1.194
60 H -0.227 1.029 4.108  C23 1.180
61 H 1.422 0.063 5.698  C24 1.194
62 H 1.999 -0.853 4.065  C24 1.170
63 H 0.833 -1.762 5.376  C24 1.192
64 H 2.013 1.363 0.455  C25 1.194
65 H -0.937 2.049 1.394  C27 1.168
66 H 0.331 2.974 0.359  C27 1.194
67 H -0.389 4.310 2.521  C28 1.191
68 H 1.515 4.008 2.345  C28 1.183
69 H 0.509 3.026 3.642  C28 1.170
70 H 3.389 -1.736 2.638  C30 1.170
71 H 3.960 -2.098 0.834  C30 1.194
72 H 3.670 -0.286 1.380  C30 1.166
73 H 1.462 -2.967 2.967  C31 1.194
74 H 2.407 -3.735 1.541  C31 1.195
75 H -0.656 -3.964 2.053  C32 1.184
76 H -0.238 -3.587 0.160  C32 1.169
77 H 1.340 -5.716 1.982  C33 1.193
78 H 1.432 -5.605 0.096  C33 1.186
79 H -0.722 -6.938 2.146  C34 1.193
80 H -1.498 -6.179 0.500  C34 1.171
81 H -1.542 -8.829 -0.714  C36 1.188
82 H -1.700 -8.917 1.250  C36 1.171
83 H -0.386 -9.933 0.288  C36 1.194
84 C -2.372 3.547 -9.220  C85 1.527, H90 1.094, H91 1.096, H92 1.094
85 C -2.744 4.407 -8.014  C84 1.527, C86 1.546, N89 1.472, H93 1.096
86 C -4.269 4.581 -7.826  C85 1.546, O87 1.430, H94 1.097, H95 1.096
87 O -4.872 5.510 -8.731  C86 1.430, C88 1.419
88 C -5.165 4.973 -10.012  O87 1.419, H96 1.093, H97 1.091, H98 1.094
89 N -2.064 5.707 -8.128  C85 1.472, H99 1.021, H100 1.024
90 H -2.484 4.079 -10.169  C84 1.094
91 H -1.325 3.234 -9.154  C84 1.096
92 H -2.987 2.642 -9.260  C84 1.094
93 H -2.360 3.896 -7.123  C85 1.096
94 H -4.439 4.994 -6.824  C86 1.097
95 H -4.790 3.617 -7.854  C86 1.096
96 H -5.462 3.923 -9.963  C88 1.093
97 H -4.306 5.099 -10.673  C88 1.091
98 H -5.993 5.547 -10.439  C88 1.094
99 H -2.238 6.241 -7.276  N89 1.021
100 H -2.551 6.242 -8.852  N89 1.024
101 C 5.336 5.362 6.104  C102 1.527, H107 1.094, H108 1.096, H109 1.094
102 C 5.381 6.378 4.965  C101 1.527, C103 1.546, N106 1.472, H110 1.096
103 C 4.408 6.054 3.808  C102 1.546, O104 1.430, H111 1.097, H112 1.096
104 O 4.847 5.000 2.946  C103 1.430, C105 1.419
105 C 4.586 3.694 3.437  O104 1.419, H113 1.093, H114 1.091, H115 1.094
106 N 6.767 6.495 4.486  C102 1.472, H116 1.021, H117 1.024
107 H 5.851 4.429 5.860  C101 1.094
108 H 5.824 5.770 6.996  C101 1.096
109 H 4.302 5.122 6.373  C101 1.094
110 H 5.081 7.346 5.384  C102 1.096
111 H 4.335 6.943 3.171  C103 1.097
112 H 3.395 5.855 4.178  C103 1.096
113 H 3.649 3.642 3.997  C105 1.093
114 H 5.420 3.353 4.051  C105 1.091
115 H 4.513 3.018 2.579  C105 1.094
116 H 6.810 7.242 3.792  N106 1.021
117 H 6.973 5.651 3.944  N106 1.024
118 C -4.873 7.708 0.481  C119 1.527, H124 1.094, H125 1.096, H126 1.094
119 C -4.258 7.738 1.878  C118 1.527, C120 1.546, N123 1.472, H127 1.096
120 C -2.878 7.044 1.962  C119 1.546, O121 1.430, H128 1.097, H129 1.096
121 O -2.938 5.615 1.970  C120 1.430, C122 1.419
122 C -3.075 5.027 0.686  O121 1.419, H130 1.093, H131 1.091, H132 1.094
123 N -5.213 7.154 2.832  C119 1.472, H133 1.021, H134 1.024
124 H -5.289 6.729 0.223  C118 1.094
125 H -5.695 8.429 0.412  C118 1.096
126 H -4.133 7.976 -0.279  C118 1.094
127 H -4.111 8.792 2.142  C119 1.096
128 H -2.418 7.325 2.917  C120 1.097
129 H -2.201 7.400 1.176  C120 1.096
130 H -2.543 5.589 -0.086  C122 1.093
131 H -4.132 4.931 0.431  C122 1.091
132 H -2.657 4.017 0.729  C122 1.094
133 H -4.839 7.263 3.776  N123 1.021
134 H -5.207 6.141 2.686  N123 1.024
135 C 0.735 -11.734 5.240  C136 1.527, H141 1.094, H142 1.096, H143 1.094
136 C 0.263 -10.978 4.000  C135 1.527, C137 1.546, N140 1.472, H144 1.096
137 C -0.877 -11.692 3.237  C136 1.546, O138 1.430, H145 1.097, H146 1.096
138 O -0.451 -12.807 2.450  C137 1.430, C139 1.419
139 C -0.285 -14.012 3.182  O138 1.419, H147 1.093, H148 1.091, H149 1.094
140 N 1.420 -10.726 3.126  C136 1.472, H150 1.021, H151 1.024
141 H 1.363 -12.596 4.996  C135 1.094
142 H 1.333 -11.077 5.880  C135 1.096
143 H -0.116 -12.087 5.830  C135 1.094
144 H -0.126 -10.011 4.341  C136 1.096
145 H -1.305 -10.976 2.525  C137 1.097
146 H -1.693 -11.981 3.911  C137 1.096
147 H -1.012 -14.108 3.993  C139 1.093
148 H 0.733 -14.074 3.571  C139 1.091
149 H -0.423 -14.850 2.493  C139 1.094
150 H 1.118 -10.139 2.348  N140 1.021
151 H 1.662 -11.615 2.679  N140 1.024

Summary:
total charge	+1

=====

[2]
The following is a quantum chemistry calculation of a cluster of 9 separate species, C41H94N7O10 in total, from the OMol25 dataset.

Bonds (Å) are listed after each position.
Positions of all 152 atoms, in Å:
1 C -1.310 -10.902 18.817  C2 1.492, H8 1.090, H9 1.090, H10 1.090
2 C -1.089 -11.669 17.557  C1 1.492, O3 1.257, N4 1.572
3 O -0.229 -12.578 17.432  C2 1.257
4 N -1.902 -11.175 16.306  C2 1.572, H5 1.010, H6 1.010, C7 1.591
5 H -2.679 -10.800 16.831  N4 1.010
6 H -1.321 -10.461 15.890  N4 1.010
7 C -2.407 -12.353 15.362  N4 1.591, H11 1.090, H12 1.090, H13 1.090
8 H -0.769 -11.345 19.654  C1 1.090
9 H -2.363 -10.859 19.095  C1 1.090
10 H -1.021 -9.853 18.745  C1 1.090
11 H -2.902 -11.848 14.533  C7 1.090
12 H -3.020 -13.075 15.902  C7 1.090
13 H -1.526 -12.828 14.931  C7 1.090
14 C 10.250 -8.972 28.500  C15 1.487, H21 1.090, H22 1.090, H23 1.090
15 C 9.494 -9.776 27.503  C14 1.487, O16 1.269, N17 1.516
16 O 8.235 -9.878 27.622  C15 1.269
17 N 10.077 -10.023 26.125  C15 1.516, H18 1.010, H19 1.010, C20 1.537
18 H 9.839 -9.151 25.676  N17 1.010
19 H 11.073 -10.173 26.196  N17 1.010
20 C 9.295 -11.108 25.368  N17 1.537, H24 1.090, H25 1.090, H26 1.090
21 H 10.693 -8.037 28.157  C14 1.090
22 H 10.920 -9.652 29.026  C14 1.090
23 H 9.534 -8.690 29.272  C14 1.090
24 H 9.871 -11.456 24.510  C20 1.090
25 H 8.408 -10.605 24.985  C20 1.090
26 H 9.091 -12.040 25.895  C20 1.090
27 C 0.346 -17.082 20.698  C28 1.531, H34 1.090, H35 1.090, H36 1.090
28 C -0.451 -18.371 20.477  C27 1.531, O29 1.182, N30 1.486
29 O -0.158 -19.306 19.816  C28 1.182
30 N -1.716 -18.415 21.257  C28 1.486, H31 1.010, H32 1.010, C33 1.579
31 H -1.455 -19.038 22.008  N30 1.010
32 H -1.863 -17.498 21.654  N30 1.010
33 C -2.963 -18.921 20.432  N30 1.579, H37 1.090, H38 1.090, H39 1.090
34 H -0.225 -16.159 20.601  C27 1.090
35 H 1.165 -16.976 19.988  C27 1.090
36 H 0.795 -16.996 21.688  C27 1.090
37 H -3.098 -18.069 19.764  C33 1.090
38 H -3.824 -18.966 21.099  C33 1.090
39 H -2.787 -19.901 19.990  C33 1.090
40 C 2.367 -16.362 28.084  C41 1.529, H47 1.090, H48 1.090, H49 1.090
41 C 1.508 -15.112 27.894  C40 1.529, O42 1.233, N43 1.563
42 O 1.127 -14.366 28.799  C41 1.233
43 N 0.982 -14.948 26.431  C41 1.563, H44 1.010, H45 1.010, C46 1.566
44 H 1.777 -14.870 25.813  N43 1.010
45 H 0.431 -15.681 26.007  N43 1.010
46 C 0.057 -13.688 26.337  N43 1.566, H50 1.090, H51 1.090, H52 1.090
47 H 3.414 -16.320 27.783  C40 1.090
48 H 1.762 -17.203 27.745  C40 1.090
49 H 2.460 -16.603 29.143  C40 1.090
50 H -0.727 -13.694 27.094  C46 1.090
51 H -0.445 -13.734 25.370  C46 1.090
52 H 0.637 -12.769 26.251  C46 1.090
53 C 4.450 -0.107 20.016  C54 1.552, H63 1.090, H64 1.090, H65 1.090
54 C 4.318 -1.580 19.546  C53 1.552, C55 1.521, H66 1.090, H67 1.090
55 C 3.781 -2.615 20.523  C54 1.521, C56 1.570, H68 1.090, H69 1.090
56 C 4.071 -4.077 20.031  C55 1.570, N57 1.538, H70 1.090, H71 1.090
57 N 3.503 -5.117 21.011  C56 1.538, C58 1.556, C61 1.504, C62 1.573
58 C 3.874 -4.839 22.497  N57 1.556, C59 1.520, H72 1.090, H73 1.090
59 C 3.609 -6.105 23.295  C58 1.520, C60 1.528, H74 1.090, H75 1.090
60 C 3.634 -7.249 22.283  C59 1.528, C61 1.562, H76 1.090, H77 1.090
61 C 4.026 -6.525 20.955  N57 1.504, C60 1.562, H78 1.090, H79 1.090
62 C 1.948 -5.234 20.804  N57 1.573, H80 1.090, H81 1.090, H82 1.090
63 H 5.146 0.033 20.843  C53 1.090
64 H 3.419 0.144 20.261  C53 1.090
65 H 4.540 0.588 19.181  C53 1.090
66 H 5.304 -1.957 19.274  C54 1.090
67 H 3.794 -1.578 18.591  C54 1.090
68 H 2.719 -2.454 20.707  C55 1.090
69 H 4.262 -2.411 21.480  C55 1.090
70 H 5.119 -4.378 20.009  C56 1.090
71 H 3.529 -4.263 19.104  C56 1.090
72 H 3.270 -3.971 22.763  C58 1.090
73 H 4.926 -4.580 22.617  C58 1.090
74 H 2.632 -6.287 23.744  C59 1.090
75 H 4.429 -6.301 23.986  C59 1.090
76 H 2.712 -7.809 22.126  C60 1.090
77 H 4.450 -7.948 22.468  C60 1.090
78 H 3.492 -6.879 20.073  C61 1.090
79 H 5.097 -6.585 20.758  C61 1.090
80 H 1.513 -5.985 21.464  C62 1.090
81 H 1.708 -5.495 19.773  C62 1.090
82 H 1.507 -4.271 21.061  C62 1.090
83 C 12.265 -10.215 14.268  C84 1.455, H93 1.090, H94 1.090, H95 1.090
84 C 11.205 -10.444 15.238  C83 1.455, C85 1.566, H96 1.090, H97 1.090
85 C 9.750 -9.914 15.007  C84 1.566, C86 1.582, H98 1.090, H99 1.090
86 C 8.756 -10.312 16.171  C85 1.582, N87 1.584, H100 1.090, H101 1.090
87 N 7.271 -9.928 15.777  C86 1.584, C88 1.573, C91 1.535, C92 1.563
88 C 6.335 -10.503 16.903  N87 1.573, C89 1.538, H102 1.090, H103 1.090
89 C 6.175 -11.975 16.488  C88 1.538, C90 1.515, H104 1.090, H105 1.090
90 C 6.236 -11.985 14.974  C89 1.515, C91 1.476, H106 1.090, H107 1.090
91 C 6.746 -10.671 14.540  N87 1.535, C90 1.476, H108 1.090, H109 1.090
92 C 7.090 -8.390 15.571  N87 1.563, H110 1.090, H111 1.090, H112 1.090
93 H 12.413 -9.154 14.067  C83 1.090
94 H 12.156 -10.790 13.348  C83 1.090
95 H 13.221 -10.621 14.600  C83 1.090
96 H 11.562 -9.936 16.134  C84 1.090
97 H 11.037 -11.480 15.529  C84 1.090
98 H 9.471 -10.460 14.106  C85 1.090
99 H 9.831 -8.885 14.654  C85 1.090
100 H 9.004 -9.690 17.031  C86 1.090
101 H 8.852 -11.370 16.416  C86 1.090
102 H 5.361 -10.014 16.860  C88 1.090
103 H 6.911 -10.269 17.798  C88 1.090
104 H 5.274 -12.462 16.862  C89 1.090
105 H 7.025 -12.515 16.903  C89 1.090
106 H 5.251 -12.208 14.565  C90 1.090
107 H 6.787 -12.864 14.638  C90 1.090
108 H 5.910 -10.081 14.163  C91 1.090
109 H 7.508 -10.836 13.779  C91 1.090
110 H 6.046 -8.077 15.530  C92 1.090
111 H 7.652 -8.047 14.703  C92 1.090
112 H 7.446 -7.974 16.514  C92 1.090
113 C 12.366 -24.140 22.048  C114 1.504, H123 1.090, H124 1.090, H125 1.090
114 C 12.411 -22.642 21.913  C113 1.504, C115 1.534, H126 1.090, H127 1.090
115 C 11.488 -22.082 20.823  C114 1.534, C116 1.534, H128 1.090, H129 1.090
116 C 11.867 -20.605 20.650  C115 1.534, N117 1.580, H130 1.090, H131 1.090
117 N 10.967 -19.727 19.693  C116 1.580, C118 1.535, C121 1.574, C122 1.516
118 C 9.473 -19.829 20.031  N117 1.535, C119 1.513, H132 1.090, H133 1.090
119 C 8.865 -18.654 19.296  C118 1.513, C120 1.551, H134 1.090, H135 1.090
120 C 9.925 -17.522 19.299  C119 1.551, C121 1.530, H136 1.090, H137 1.090
121 C 11.144 -18.183 19.943  N117 1.574, C120 1.530, H138 1.090, H139 1.090
122 C 11.360 -20.037 18.262  N117 1.516, H140 1.090, H141 1.090, H142 1.090
123 H 13.361 -24.503 22.306  C113 1.090
124 H 12.078 -24.726 21.175  C113 1.090
125 H 11.609 -24.400 22.789  C113 1.090
126 H 13.396 -22.276 21.624  C114 1.090
127 H 12.124 -22.183 22.859  C114 1.090
128 H 10.432 -22.226 21.052  C115 1.090
129 H 11.607 -22.618 19.882  C115 1.090
130 H 12.842 -20.556 20.166  C116 1.090
131 H 11.898 -20.112 21.622  C116 1.090
132 H 9.137 -20.773 19.602  C118 1.090
133 H 9.256 -19.744 21.096  C118 1.090
134 H 8.680 -18.943 18.262  C119 1.090
135 H 7.885 -18.421 19.712  C119 1.090
136 H 10.254 -17.267 18.291  C120 1.090
137 H 9.660 -16.607 19.829  C120 1.090
138 H 12.087 -17.868 19.497  C121 1.090
139 H 11.115 -18.008 21.018  C121 1.090
140 H 11.538 -21.112 18.217  C122 1.090
141 H 12.322 -19.534 18.171  C122 1.090
142 H 10.638 -19.595 17.575  C122 1.090
143 O 6.896 -17.563 25.524  C144 1.291, H147 0.960
144 C 8.052 -17.598 24.949  O143 1.291, O145 1.201, O146 1.253
145 O 8.817 -18.502 25.146  C144 1.201
146 O 8.290 -16.644 24.172  C144 1.253
147 H 6.766 -16.706 25.113  O143 0.960
148 O 5.622 -13.906 21.893  C149 1.355, H152 0.960
149 C 4.474 -13.863 22.612  O148 1.355, O150 1.212, O151 1.246
150 O 3.465 -13.357 22.169  C149 1.212
151 O 4.387 -14.370 23.747  C149 1.246
152 H 6.242 -14.363 22.466  O148 0.960

Summary:
total charge	+5

=====

| no. | E_LUMO (eV) | orbital gap (eV) |
| --- | --- | --- |
| 1 | -4.77 | 5.539 |
| 2 | -9.90 | 2.123 |